Record 1
C21H35FP2Pt | wB97M-V/def2-TZVPD

Each line ends with the natural charge from an NBO analysis.
Atoms and positions in Å:
P: 0.65 -2.02 -0.63  0.757
P: 1.09 1.30 -1.26  0.840
C: 0.56 -1.21 -2.32  -0.730
C: 1.43 0.01 -2.57  -0.724
H: -0.48 -0.94 -2.52  0.233
H: 0.83 -2.00 -3.02  0.220
H: 2.50 -0.18 -2.65  0.234
H: 1.09 0.43 -3.53  0.223
C: 0.28 2.55 -2.46  -0.882
H: 0.10 3.48 -1.91  0.226
H: -0.66 2.17 -2.92  0.235
H: 1.01 2.76 -3.27  0.215
C: 2.35 2.47 -0.67  -0.957
H: 2.60 3.24 -1.41  0.215
H: 3.25 1.99 -0.30  0.245
H: 1.81 2.98 0.15  0.250
C: -0.41 -3.55 -1.40  -0.859
H: -0.24 -4.42 -0.76  0.211
H: 0.02 -3.76 -2.40  0.194
H: -1.49 -3.37 -1.55  0.224
C: 2.19 -3.01 -0.58  -0.993
H: 3.10 -2.52 -0.13  0.251
H: 2.46 -3.24 -1.61  0.226
H: 1.91 -3.89 0.02  0.258
Pt: 2.08 -0.81 0.51  0.455
C: -2.37 2.32 -0.41  -0.192
C: -3.05 1.97 -1.55  -0.193
C: -3.94 0.78 -1.79  -0.440
C: -3.89 -0.32 -0.73  -0.467
C: -2.72 -1.23 -0.82  -0.168
C: -1.88 -1.05 0.22  -0.200
C: -1.14 0.27 0.12  -0.539
C: -1.87 1.48 0.75  -0.489
C: 2.43 -2.37 2.00  -0.788
H: -1.99 3.35 -0.39  0.202
H: -3.02 2.72 -2.38  0.203
H: -3.76 0.31 -2.77  0.205
H: -4.96 1.18 -1.81  0.223
H: -3.79 0.24 0.20  0.214
H: -4.84 -0.87 -0.63  0.220
H: -2.55 -1.76 -1.79  0.177
H: -1.79 -1.77 1.04  0.209
H: -1.06 0.43 -0.99  0.223
H: -0.12 0.29 0.51  0.297
H: -2.55 1.13 1.56  0.229
H: -1.20 2.08 1.39  0.222
H: 3.03 -1.94 2.81  0.209
H: 2.77 -3.39 1.77  0.194
H: 1.40 -2.46 2.33  0.191
F: 0.61 2.30 5.62  -0.339
C: 1.03 1.51 4.58  0.370
C: 2.31 1.74 4.05  -0.281
C: 2.67 1.06 2.87  -0.264
C: 1.70 0.24 2.31  -0.164
C: 0.53 -0.14 2.95  -0.267
C: 0.14 0.57 4.09  -0.274
H: 3.02 2.41 4.53  0.230
H: 3.65 1.09 2.39  0.228
H: -0.03 -0.99 2.60  0.223
H: -0.83 0.37 4.55  0.232

Its LUMO energy (alpha / beta) is -0.008 / -0.008 hartree. Its charge is 0. As for the multiplicity: 3. The value obtained for the HOMO energy (alpha / beta) is -0.21790 / -0.24585 Eh. For the energy above the lowest of the compared OMol25 structures with the same formula, charge and spin, the calculation gives 301.2 kJ/mol.

Record 2
C6H16N | wB97M-V/def2-TZVPD

Each line ends with the natural charge from an NBO analysis.
Atoms and positions in Å:
C: -3.18 -0.31 -0.95  -0.609
C: -2.11 -1.23 -0.25  -0.399
C: -0.89 -0.54 0.36  -0.396
C: 0.12 0.09 -0.69  -0.428
C: 0.87 1.22 0.05  -0.420
C: 1.95 0.73 1.04  -0.299
N: 3.10 -0.03 0.42  -1.089
H: -3.75 -0.98 -1.57  0.218
H: -3.74 0.29 -0.23  0.208
H: -2.64 0.45 -1.57  0.200
H: -1.65 -1.91 -0.98  0.195
H: -2.58 -1.90 0.51  0.207
H: -1.31 0.45 0.76  0.178
H: -0.31 -1.03 1.16  0.214
H: 0.92 -0.67 -0.81  0.184
H: -0.23 0.33 -1.70  0.224
H: 1.37 2.04 -0.50  0.215
H: 0.14 1.79 0.63  0.211
H: 1.48 0.14 1.81  0.211
H: 2.36 1.61 1.55  0.218
H: 2.72 -0.96 0.01  0.282
H: 3.58 0.55 -0.28  0.361
H: 3.78 -0.16 1.21  0.317

Its LUMO energy (alpha / beta) is 0.038 / 0.032 hartree. Its charge is 0. As for the multiplicity: 2. The value obtained for the HOMO energy (alpha / beta) is -0.13635 / -0.40571 Eh. For the energy above the lowest of the compared OMol25 structures with the same formula, charge and spin, the calculation gives 190.1 kJ/mol.

Record 3
C53H93Cl3N8O4 | wB97M-V/def2-TZVPD

Each line ends with the Löwdin charge.
Atoms and positions in Å:
C: -5.69 -2.19 1.99  -1.517
Cl: -6.75 -3.40 1.34  0.564
Cl: -6.16 -1.80 3.65  0.522
Cl: -5.80 -0.72 0.92  0.504
H: -4.69 -2.61 1.99  0.007
C: 1.98 1.46 -3.45  -0.040
C: 0.84 1.27 -4.43  -0.477
C: -0.26 2.29 -4.09  -0.121
C: 0.07 3.69 -4.62  -0.200
C: 0.37 3.68 -6.06  -0.151
C: 1.54 2.70 -6.43  -0.471
N: 1.20 1.37 -5.86  -0.073
O: 1.85 0.27 -6.34  -0.022
C: 1.57 2.61 -7.97  -0.043
C: 2.89 3.30 -5.98  -0.021
C: 0.34 -0.14 -4.06  -0.035
H: 2.18 2.50 -3.20  0.060
H: 2.93 1.08 -3.84  0.094
H: 1.87 0.89 -2.53  0.071
H: -1.21 1.99 -4.53  0.125
H: -0.44 2.40 -3.02  0.109
H: 0.83 4.15 -3.98  0.107
H: -0.76 4.40 -4.52  0.116
H: 0.55 4.64 -6.53  0.124
H: -0.50 3.25 -6.58  0.122
H: 2.31 1.96 -8.43  0.080
H: 0.63 2.14 -8.27  0.084
H: 1.64 3.62 -8.37  0.084
H: 2.93 3.56 -4.92  0.065
H: 3.66 2.56 -6.21  0.089
H: 3.15 4.19 -6.55  0.086
H: -0.52 -0.43 -4.67  0.080
H: -0.11 -0.12 -3.07  0.064
H: 1.09 -0.92 -4.16  0.072
C: -1.88 0.54 -0.67  -0.026
C: -1.14 0.20 0.62  -0.434
C: -2.30 -0.22 1.55  -0.169
C: -1.88 -0.93 2.87  -0.159
C: -0.91 -2.08 2.49  -0.133
C: 0.34 -1.69 1.66  -0.460
N: -0.17 -0.96 0.48  -0.027
O: 0.81 -0.73 -0.46  -0.052
C: 1.26 -0.89 2.61  -0.030
C: 1.10 -3.01 1.43  -0.030
C: -0.51 1.54 1.16  -0.001
H: -2.24 -0.38 -1.13  0.070
H: -1.22 1.13 -1.31  0.065
H: -2.84 1.04 -0.52  0.091
H: -2.92 0.61 1.90  0.093
H: -2.93 -0.95 1.05  0.075
H: -2.81 -1.27 3.31  0.095
H: -1.51 -0.17 3.56  0.100
H: -1.52 -2.86 2.03  0.114
H: -0.63 -2.55 3.44  0.094
H: 1.90 -1.51 3.24  0.062
H: 1.97 -0.32 2.00  0.082
H: 0.80 -0.24 3.35  0.070
H: 2.10 -2.76 1.10  0.081
H: 1.16 -3.64 2.32  0.078
H: 0.57 -3.67 0.73  0.084
H: -1.18 2.37 0.91  0.084
H: 0.40 1.65 0.57  0.059
H: -0.36 1.66 2.23  0.076
C: 4.97 -3.19 -4.77  -0.032
C: 5.02 -3.03 -3.24  -0.479
C: 3.61 -2.52 -2.84  -0.158
C: 2.50 -3.49 -2.74  -0.217
C: 2.90 -4.70 -1.98  -0.168
C: 4.24 -5.37 -2.40  -0.422
N: 5.30 -4.28 -2.51  -0.048
O: 6.58 -4.73 -2.73  -0.029
C: 4.57 -6.26 -1.17  -0.060
C: 4.05 -6.39 -3.58  -0.007
C: 6.00 -1.88 -2.95  -0.032
H: 4.30 -3.94 -5.15  0.067
H: 5.97 -3.56 -5.04  0.086
H: 4.92 -2.28 -5.38  0.091
H: 3.59 -1.96 -1.90  0.121
H: 3.29 -1.83 -3.62  0.109
H: 2.36 -3.96 -3.72  0.118
H: 1.54 -3.04 -2.50  0.108
H: 2.09 -5.43 -2.07  0.119
H: 2.77 -4.44 -0.92  0.106
H: 3.85 -7.05 -0.97  0.088
H: 5.55 -6.73 -1.27  0.075
H: 4.72 -5.66 -0.28  0.082
H: 4.93 -7.03 -3.67  0.083
H: 3.12 -6.91 -3.41  0.084
H: 4.02 -5.84 -4.52  0.057
H: 5.84 -1.00 -3.57  0.086
H: 6.98 -2.24 -3.27  0.076
H: 6.09 -1.61 -1.90  0.085
C: -3.59 3.18 3.53  -0.030
C: -4.90 3.96 3.17  -0.476
C: -4.95 5.16 4.12  -0.131
C: -6.12 6.15 3.80  -0.169
C: -6.03 6.54 2.31  -0.141
C: -5.89 5.39 1.29  -0.518
N: -4.80 4.48 1.74  -0.018
O: -4.55 3.47 0.77  -0.041
C: -7.24 4.79 0.97  -0.040
C: -5.52 6.16 0.02  -0.056
C: -6.09 3.06 3.38  -0.032
H: -3.44 2.41 2.77  0.046
H: -3.57 2.64 4.48  0.088
H: -2.71 3.82 3.48  0.084
H: -5.28 4.85 5.11  0.122
H: -3.99 5.69 4.13  0.119
H: -6.10 7.03 4.45  0.107
H: -7.06 5.69 4.11  0.097
H: -5.16 7.20 2.28  0.121
H: -6.95 7.04 2.02  0.117
H: -7.95 5.54 0.63  0.090
H: -7.17 4.01 0.21  0.094
H: -7.83 4.48 1.84  0.073
H: -5.44 5.48 -0.83  0.084
H: -6.19 6.99 -0.17  0.089
H: -4.54 6.64 0.14  0.087
H: -5.89 2.35 4.19  0.090
H: -6.25 2.34 2.57  0.083
H: -6.99 3.64 3.51  0.065
N: 4.19 -1.67 6.70  -0.004
C: 3.57 -0.90 5.78  -0.139
C: 2.42 -0.36 6.34  -0.116
C: 2.39 -0.73 7.65  -0.110
C: 3.46 -1.59 7.88  -0.141
H: 5.02 -2.21 6.51  0.158
H: 3.88 -0.81 4.75  0.111
H: 1.69 0.27 5.87  0.097
H: 1.67 -0.55 8.44  0.104
H: 3.86 -1.95 8.81  0.111
N: 2.17 -3.87 6.32  0.026
C: 1.09 -3.80 5.40  -0.103
C: 0.51 -5.04 5.38  -0.132
C: 1.10 -5.85 6.38  -0.104
C: 2.12 -5.06 6.94  -0.157
H: 2.78 -3.11 6.61  0.070
H: 0.87 -2.87 4.89  0.071
H: -0.35 -5.44 4.86  0.090
H: 0.84 -6.84 6.72  0.084
H: 2.73 -5.23 7.82  0.105
N: 3.38 2.24 0.19  -0.007
C: 2.73 3.34 -0.20  -0.177
C: 3.32 4.43 0.39  -0.115
C: 4.38 3.93 1.16  -0.111
C: 4.42 2.51 1.04  -0.100
H: 3.12 1.34 -0.19  0.135
H: 1.88 3.24 -0.87  0.101
H: 2.87 5.39 0.23  0.091
H: 5.10 4.58 1.62  0.083
H: 5.12 1.78 1.39  0.097
N: -4.18 -2.35 -2.57  0.028
C: -2.88 -2.26 -2.95  -0.157
C: -2.14 -3.06 -2.14  -0.128
C: -2.93 -3.34 -1.04  -0.136
C: -4.24 -3.17 -1.43  -0.126
H: -4.99 -1.92 -2.98  0.144
H: -2.57 -1.70 -3.82  0.105
H: -1.11 -3.33 -2.28  0.096
H: -2.63 -4.05 -0.28  0.095
H: -5.18 -3.40 -0.96  0.060

Its LUMO energy (alpha / beta) is 0.014 / -0.019 hartree. Its charge is 0. As for the multiplicity: 5. The value obtained for the HOMO energy (alpha / beta) is -0.29420 / -0.29420 Eh.

Record 4
C15H40ClO19S5 | wB97M-V/def2-TZVPD

Each line ends with the Löwdin charge.
Atoms and positions in Å:
Cl: -16.06 -25.34 -14.88  0.813
O: -15.55 -26.63 -14.43  -0.520
O: -15.29 -24.80 -15.92  -0.404
O: -17.40 -25.54 -15.42  -0.341
O: -16.05 -24.42 -13.78  -0.287
O: -16.30 -22.83 -19.99  -0.284
S: -16.12 -23.59 -18.80  0.694
O: -17.33 -23.93 -18.00  -0.289
O: -15.29 -25.01 -19.12  -0.281
C: -14.54 -25.03 -20.31  -0.258
C: -13.47 -26.23 -20.12  -0.039
C: -14.80 -22.91 -17.70  -0.134
H: -13.90 -24.15 -20.42  0.100
H: -15.20 -24.96 -21.17  0.109
H: -13.84 -27.23 -19.87  0.067
H: -12.82 -26.16 -19.25  0.032
H: -12.87 -26.21 -21.03  0.065
H: -15.30 -22.11 -17.15  0.077
H: -14.07 -22.59 -18.44  0.089
H: -14.37 -23.63 -17.00  0.008
O: -14.00 -21.47 -12.90  -0.338
S: -13.06 -22.18 -13.84  0.735
O: -11.78 -21.56 -14.13  -0.307
O: -12.81 -23.68 -13.23  -0.333
C: -13.79 -24.20 -12.38  -0.239
C: -13.01 -25.46 -11.79  -0.039
C: -13.90 -22.63 -15.45  -0.164
H: -14.68 -24.59 -12.88  0.048
H: -13.99 -23.42 -11.66  0.110
H: -12.28 -25.99 -12.41  0.065
H: -13.69 -26.30 -11.60  0.053
H: -12.56 -25.28 -10.81  0.059
H: -13.96 -21.73 -16.06  0.067
H: -14.92 -22.95 -15.21  0.066
H: -13.23 -23.28 -16.01  0.046
O: -19.45 -26.22 -16.15  -0.270
S: -19.29 -27.45 -15.45  0.728
O: -20.52 -28.26 -15.13  -0.357
O: -18.30 -28.44 -16.39  -0.246
C: -18.23 -29.81 -16.19  -0.364
C: -18.21 -30.54 -17.43  -0.071
C: -18.29 -27.33 -13.88  -0.097
H: -18.92 -30.21 -15.45  0.125
H: -17.28 -29.93 -15.66  0.075
H: -17.22 -30.63 -17.88  0.086
H: -19.01 -30.37 -18.15  0.090
H: -18.52 -31.54 -17.15  0.082
H: -18.55 -26.37 -13.44  0.076
H: -17.28 -27.08 -14.22  -0.008
H: -18.55 -28.16 -13.22  0.076
O: -13.30 -29.57 -15.92  -0.309
S: -14.41 -30.02 -15.10  0.738
O: -15.39 -31.05 -15.51  -0.318
O: -13.79 -30.51 -13.66  -0.249
C: -14.73 -31.15 -12.77  -0.292
C: -14.23 -31.04 -11.37  -0.088
C: -15.36 -28.54 -14.56  -0.170
H: -14.88 -32.21 -12.94  0.124
H: -15.68 -30.62 -12.71  0.108
H: -13.24 -31.48 -11.29  0.081
H: -14.93 -31.40 -10.62  0.085
H: -14.04 -30.02 -11.05  0.077
H: -15.96 -28.19 -15.41  0.095
H: -14.59 -27.86 -14.19  0.074
H: -16.04 -28.76 -13.74  0.086
O: -12.67 -24.82 -15.05  -0.329
S: -12.28 -25.84 -16.06  0.799
O: -11.71 -25.50 -17.43  -0.334
O: -11.39 -26.96 -15.37  -0.254
C: -10.57 -27.76 -16.11  -0.315
C: -10.36 -28.94 -15.16  -0.055
C: -13.84 -26.81 -16.21  -0.107
H: -9.58 -27.38 -16.36  0.122
H: -11.05 -28.04 -17.05  0.119
H: -11.37 -29.17 -14.81  0.051
H: -9.75 -28.55 -14.35  0.081
H: -9.87 -29.78 -15.66  0.084
H: -14.66 -26.23 -16.64  0.062
H: -14.18 -26.89 -15.18  0.006
H: -13.68 -27.79 -16.66  0.060

Its LUMO energy is 0.077 hartree. Its charge is -1. The value obtained for the HOMO energy is -0.27103 Eh. For the energy above the lowest of the compared OMol25 structures with the same formula, charge and spin, the calculation gives 1042.0 kJ/mol.

Record 5
CH4NOPS | wB97M-V/def2-TZVPD

Each line ends with the natural charge from an NBO analysis.
Atoms and positions in Å:
C: -0.44 -1.16 -0.17  -0.194
N: -0.07 1.36 -0.39  -1.138
O: 0.97 -1.00 -0.26  -0.769
P: 1.39 0.57 0.04  1.077
S: -1.48 0.44 -0.01  0.317
H: -0.79 -1.72 -1.06  0.216
H: -0.51 -1.51 0.85  0.207
H: -0.07 2.39 -0.47  0.429
H: 0.98 0.62 1.46  -0.144

Its LUMO energy is 0.019 hartree. Its charge is 0. The value obtained for the HOMO energy is -0.30221 Eh. As for the SMILES: C1OPNS1. For the energy above the lowest of the compared OMol25 structures with the same formula, charge and spin, the calculation gives 30.6 kJ/mol.

Record 6
C10H17N3OP | wB97M-V/def2-TZVPD

Each line ends with the natural charge from an NBO analysis.
Atoms and positions in Å:
C: -3.53 2.20 -0.56  -0.185
C: -3.10 2.13 -1.89  -0.102
C: -2.82 1.57 0.48  -0.291
C: -1.84 1.53 -2.19  -0.316
C: -1.68 0.88 0.17  0.127
C: -1.20 0.84 -1.15  0.239
C: 3.25 -0.34 0.64  -0.397
C: 2.01 1.88 1.01  -0.412
C: 0.50 -2.82 1.24  -0.407
C: 0.44 -2.60 -1.12  -0.409
N: -0.79 0.24 1.05  -0.904
N: 1.96 0.37 0.88  -0.748
N: 0.70 -1.92 0.19  -0.808
O: 0.05 0.21 -1.27  -0.741
P: 0.54 -0.29 0.21  2.377
H: -4.45 2.85 -0.44  0.243
H: -3.60 2.83 -2.51  0.217
H: -3.19 1.54 1.52  0.230
H: -1.56 1.33 -3.19  0.230
H: 2.92 -1.32 0.44  0.220
H: 3.79 0.11 -0.09  0.204
H: 3.91 -0.35 1.52  0.220
H: 0.95 2.35 1.07  0.222
H: 2.52 1.96 1.89  0.221
H: 2.39 2.34 0.08  0.220
H: 0.35 -2.43 2.21  0.218
H: -0.24 -3.50 0.85  0.218
H: 1.50 -3.40 1.30  0.205
H: 0.80 -1.83 -1.85  0.228
H: 1.04 -3.48 -1.17  0.219
H: -0.70 -2.90 -1.32  0.216
H: -0.92 0.02 1.99  0.445

Its LUMO energy (alpha / beta) is -0.090 / -0.216 hartree. Its charge is +1. As for the multiplicity: 3. The value obtained for the HOMO energy (alpha / beta) is -0.29637 / -0.45277 Eh.

Record 7
C6H8 | wB97M-V/def2-TZVPD

Each line ends with the natural charge from an NBO analysis.
Atoms and positions in Å:
C: 0.93 0.36 1.58  -0.341
C: 0.82 -0.15 0.23  -0.323
C: -0.37 -1.16 -0.02  -0.424
C: -1.05 -0.55 -1.20  -0.187
C: -0.89 0.79 -1.12  -0.238
C: 0.22 1.13 -0.22  -0.185
H: 0.10 0.43 2.27  0.198
H: 1.92 0.43 2.05  0.196
H: 1.77 -0.43 -0.25  0.218
H: -1.02 -1.06 0.85  0.213
H: -0.07 -2.21 -0.10  0.218
H: -1.50 -1.11 -2.01  0.216
H: -1.36 1.51 -1.79  0.220
H: 0.69 2.10 -0.26  0.220

Its LUMO energy (alpha / beta) is 0.013 / 0.020 hartree. Its charge is 0. The value obtained for the HOMO energy (alpha / beta) is -0.27182 / -0.26382 Eh. For the energy above the lowest of the compared OMol25 structures with the same formula, charge and spin, the calculation gives 298.4 kJ/mol.

Record 8
C3H2Br2O | wB97M-V/def2-TZVPD

Each line ends with the natural charge from an NBO analysis.
Atoms and positions in Å:
C: -1.47 -0.18 1.37  -0.141
C: -0.61 -0.01 0.53  -0.099
C: 0.48 -0.03 -0.33  -0.028
O: 0.14 -0.09 -1.64  -0.703
Br: 1.55 1.62 0.03  -0.056
Br: 1.53 -1.71 0.05  0.317
H: -2.22 -0.27 2.00  0.214
H: 0.60 0.66 -2.01  0.496

Its LUMO energy (alpha / beta) is 0.013 / -0.158 hartree. Its charge is 0. As for the multiplicity: 3. The value obtained for the HOMO energy (alpha / beta) is -0.22100 / -0.37816 Eh. For the energy above the lowest of the compared OMol25 structures with the same formula, charge and spin, the calculation gives 314.0 kJ/mol.

F_max list, top to bottom, in eV/Å: 5.84; 4.09; 4.78; 6.67; 2.16; 6.12; 0.99; 5.29